[1]
The following is a quantum chemistry calculation of a structure of composition C4H20GaO4S in a non-equilibrium geometry, from OMol25.

Values from the calculation:
Frontier orbital gap = 0.2807 Ha
LUMO energy = 3.014 eV
Charge = -1
E_tot = -75872.780 eV
Energy relative to the best compared isomer or geometry (same formula, charge and spin) = 0.3775 eV

Geometry as XYZ:
```
30
Properties=species:S:1:pos:R:3:forces:R:3
S 1.247 0.146 -0.437 0.734 -0.212 0.147
Ga -0.930 0.975 -0.481 -0.882 0.561 -0.004
H 2.127 1.179 -0.445 -0.542 -0.168 -0.047
H -1.701 0.404 -1.769 0.246 -0.158 -0.129
H -1.729 0.502 0.820 0.302 -0.230 0.041
H -0.948 2.576 -0.551 0.271 0.030 0.005
C 1.855 3.034 2.601 -0.120 -0.278 -0.057
O 1.865 1.721 3.141 0.164 0.276 0.200
H 2.016 3.736 3.419 0.015 -0.030 0.039
H 2.656 3.157 1.865 -0.035 0.120 -0.025
H 0.892 3.251 2.130 0.052 0.091 -0.059
H 1.720 1.119 2.406 -0.155 -0.277 -0.237
C 2.104 -4.041 -0.960 -0.139 0.190 0.122
O 1.692 -3.662 0.348 0.142 -0.288 -0.036
H 2.351 -5.102 -0.953 -0.006 -0.004 0.092
H 1.300 -3.861 -1.673 0.132 -0.059 -0.167
H 2.989 -3.471 -1.259 0.001 -0.075 -0.138
H 1.484 -2.727 0.285 -0.094 0.349 0.193
C 0.630 -1.656 -4.206 -0.034 -0.127 -0.029
O 0.663 -3.034 -3.826 0.076 0.189 0.125
H 0.812 -1.058 -3.316 -0.024 -0.054 0.043
H 1.407 -1.441 -4.947 -0.023 0.068 0.011
H -0.350 -1.392 -4.614 0.035 0.092 0.024
H 0.497 -3.558 -4.608 -0.065 -0.140 -0.181
C -4.402 2.443 2.780 0.294 -0.312 0.087
O -3.065 1.986 2.662 -0.322 0.589 0.096
H -4.477 3.396 2.259 0.046 0.001 -0.022
H -5.096 1.734 2.318 -0.108 0.092 0.018
H -4.677 2.592 3.831 -0.140 0.056 -0.041
H -3.000 1.145 3.111 0.178 -0.292 -0.072
```
Forces are in eV/Å.

=====

[2]
The following is a quantum chemistry calculation of a structure of composition C4H20HgO7 in a non-equilibrium geometry, from OMol25.

Values from the calculation:
Frontier orbital gap (alpha / beta) = 0.1076 / 0.2481 Ha
LUMO energy (alpha / beta) = 2.915 / 2.982 eV
Charge = -1
Multiplicity = 2
Expectation value of S² = 0.75
E_tot = -22975.213 eV
Energy relative to the best compared isomer or geometry (same formula, charge and spin) = 1.3081 eV

Geometry as XYZ:
```
32
Properties=species:S:1:pos:R:3:forces:R:3
Hg -0.086 -0.287 0.362 0.784 0.555 -0.442
C 2.120 -2.753 -3.236 -0.266 0.813 0.944
C 1.144 -1.667 -2.678 -0.770 -0.060 0.440
O 0.734 -1.778 -1.352 0.773 -0.321 -0.121
H 2.257 -2.679 -4.315 -0.336 0.036 -0.215
H 1.715 -3.727 -2.959 0.281 -0.128 -0.026
H 3.110 -2.575 -2.817 0.107 -0.396 0.320
H 0.268 -1.721 -3.325 -0.573 -0.110 -0.514
H 1.553 -0.686 -2.919 0.542 0.528 0.000
C -1.864 3.491 2.374 0.041 0.115 -0.096
C -1.791 2.007 1.904 2.231 -0.636 -0.091
O -0.569 1.277 2.120 -0.765 0.793 0.070
H -2.890 3.852 2.440 -0.464 -0.227 -0.369
H -1.369 4.166 1.676 0.218 -0.092 -0.156
H -1.495 3.777 3.359 0.497 -0.713 0.210
H -1.845 1.994 0.815 -1.046 0.468 -0.296
H -2.632 1.464 2.334 -0.440 -0.132 0.098
O 2.783 0.153 0.637 0.134 -0.059 0.661
H 3.493 -0.438 0.386 0.115 -0.345 -0.252
H 2.928 0.940 0.111 -0.075 0.194 -0.272
O -2.019 -0.130 -1.084 -0.319 0.073 -0.264
H -2.946 -0.336 -0.960 -0.536 -0.211 0.232
H -1.990 0.355 -1.909 0.210 0.265 -0.481
O 0.766 -1.734 2.022 0.390 -0.455 0.458
H 0.445 -2.431 2.595 -0.229 -0.404 0.294
H 1.701 -1.675 2.218 0.476 0.269 -0.087
O -1.846 -1.447 1.422 -0.770 -0.719 0.008
H -1.587 -2.078 2.093 0.158 -0.248 0.319
H -2.756 -1.235 1.630 -0.478 0.346 0.077
O 0.807 1.609 -0.849 0.293 0.160 -0.388
H 1.365 2.270 -0.439 0.106 0.491 0.523
H 0.499 2.023 -1.656 -0.285 0.145 -0.585
```
Forces are in eV/Å.

=====

[3]
The following is a quantum chemistry calculation of a cluster of 6 separate species, C4H20O6 in total in a non-equilibrium geometry, from OMol25.

Values from the calculation:
Frontier orbital gap = 0.3756 Ha
LUMO energy = 0.319 eV
Charge = 0
E_tot = -16755.658 eV
Energy relative to the best compared isomer or geometry (same formula, charge and spin) = 1.5914 eV

Geometry as XYZ:
```
30
Properties=species:S:1:pos:R:3:forces:R:3
C -9.789 12.791 4.305 -0.245 -1.441 -0.595
C -10.623 12.593 3.031 1.630 0.134 -2.595
C -10.380 11.272 2.259 1.670 -0.640 0.191
O -11.958 12.661 3.170 -4.343 0.242 2.694
H -9.859 11.812 4.779 0.249 0.032 0.544
H -10.034 13.549 5.049 -0.428 0.166 -0.550
H -8.757 12.919 3.979 0.029 0.065 0.113
H -10.501 13.422 2.334 1.573 0.213 -0.256
H -11.061 11.113 1.422 -0.238 0.361 0.094
H -10.397 10.364 2.861 -0.715 0.153 0.613
H -9.391 11.113 1.830 0.326 0.764 -0.204
H -12.465 12.306 2.436 0.470 -0.046 -0.038
C -18.595 6.543 5.197 -0.146 1.619 -0.371
O -18.492 8.013 5.260 0.072 -1.237 -0.141
H -17.591 6.162 5.010 -0.101 -0.020 0.493
H -19.077 6.198 6.112 0.344 -0.333 -0.030
H -19.194 6.257 4.332 -0.129 -0.066 0.022
H -19.357 8.359 5.028 -0.022 0.056 0.037
O -15.362 9.148 12.356 0.174 -0.190 0.073
H -15.363 9.494 11.463 0.024 0.120 -0.251
H -16.136 9.537 12.764 -0.184 0.076 0.142
O -15.073 11.332 7.474 0.051 0.037 0.270
H -15.659 10.648 7.151 -0.186 -0.208 -0.083
H -14.755 11.769 6.685 0.131 0.134 -0.191
O -12.815 6.607 9.469 0.056 -0.206 -0.121
H -13.316 6.766 10.268 -0.140 0.006 0.255
H -12.636 7.480 9.120 0.070 0.215 -0.115
O -14.684 17.631 4.114 -0.035 0.234 -0.016
H -14.963 16.977 3.473 -0.074 -0.138 -0.187
H -14.302 17.120 4.827 0.116 -0.100 0.203
```
Forces are in eV/Å.

=====

[4]
The following is a quantum chemistry calculation of a cluster of 6 separate species, C4H21N2O6 in total in a non-equilibrium geometry, from OMol25.

Values from the calculation:
Frontier orbital gap = 0.3763 Ha
LUMO energy = -2.743 eV
Charge = +1
E_tot = -19747.519 eV
Energy relative to the best compared isomer or geometry (same formula, charge and spin) = 1.3953 eV

Geometry as XYZ:
```
33
Properties=species:S:1:pos:R:3:forces:R:3
N 0.077 -2.046 -1.589 -0.444 0.483 -0.101
C 1.270 -1.508 -2.259 -0.129 0.771 -1.003
C 0.834 -0.289 -3.128 0.903 -0.249 1.090
N -0.140 0.549 -2.486 1.059 0.003 0.281
C 0.284 1.544 -1.556 -0.229 1.213 -0.156
C -0.001 1.300 -0.102 0.476 1.048 -0.126
O -0.426 0.272 0.340 -0.487 -1.355 0.105
H 0.291 -2.692 -0.859 0.247 -1.030 0.664
H -0.615 -2.414 -2.249 0.187 -0.175 0.298
H -0.383 -1.278 -1.080 -0.198 0.413 0.084
H 1.996 -1.152 -1.546 -0.037 -0.256 0.639
H 1.736 -2.254 -2.893 -0.018 -0.244 0.115
H 0.651 -0.623 -4.127 -0.979 0.007 -0.611
H 1.761 0.259 -3.215 0.274 0.469 -0.226
H -1.094 0.525 -2.713 -0.973 -0.089 -0.603
H 1.277 1.917 -1.798 0.713 -0.613 0.509
H -0.155 2.552 -1.670 -0.826 -0.307 -0.480
H 0.060 2.167 0.574 0.329 0.091 -0.108
H 1.669 1.342 2.240 1.108 -0.063 0.226
H 3.089 1.058 2.898 -1.085 0.325 -1.875
O 2.625 1.204 2.012 -0.103 -0.353 1.644
H -0.651 1.912 3.561 0.467 0.187 -0.344
H 0.491 3.001 3.251 -0.598 -1.013 0.004
O 0.156 2.100 3.036 0.116 0.896 0.263
H -1.918 0.571 2.297 -0.318 1.026 1.318
H -2.675 0.038 3.414 -0.985 -1.323 1.147
O -2.295 0.860 3.186 1.357 0.251 -2.510
H 0.890 -2.079 2.357 -0.001 -0.444 0.348
H 1.033 -1.021 1.327 0.093 -0.214 -0.132
O 1.002 -1.988 1.412 -0.038 0.532 -0.377
H -3.732 -1.914 -0.340 0.493 -0.250 -0.177
H -3.137 -0.832 -1.192 0.226 -0.455 0.113
O -2.926 -1.721 -0.852 -0.601 0.718 -0.020
```
Forces are in eV/Å.

=====

[5]
The following is a quantum chemistry calculation of a cluster of 6 separate species, C4H21N3O6 in total in a non-equilibrium geometry, from OMol25.

Values from the calculation:
Frontier orbital gap = 0.3559 Ha
LUMO energy = 0.452 eV
Charge = 0
E_tot = -21244.830 eV
Energy relative to the best compared isomer or geometry (same formula, charge and spin) = 1.3460 eV

Geometry as XYZ:
```
34
Properties=species:S:1:pos:R:3:forces:R:3
C 1.715 -0.664 0.516 2.213 -0.267 1.231
C 0.296 -0.155 0.517 -0.843 -0.470 0.069
C 0.056 1.367 0.430 0.562 0.436 -0.350
N 0.353 1.825 -0.936 0.511 -0.203 0.023
N -0.408 -0.605 1.744 0.575 -0.668 -1.320
C -1.692 -1.083 1.679 -0.725 1.318 2.113
N -2.280 -1.174 2.947 1.312 -0.838 -1.621
O -2.383 -1.226 0.683 0.532 -0.539 -0.687
H 2.266 -0.482 1.457 -0.832 -0.073 0.417
H 1.902 -1.728 0.321 -0.897 0.055 -0.033
H 2.497 -0.196 -0.072 -1.099 0.518 -1.169
H -0.193 -0.689 -0.310 -0.087 0.702 0.102
H -0.955 1.637 0.724 -0.300 -0.568 -0.122
H 0.675 1.932 1.161 0.181 -0.534 -0.428
H -0.009 2.749 -1.126 -0.065 0.054 0.216
H -0.055 1.205 -1.634 -0.257 -0.048 0.357
H 0.205 -0.837 2.509 -0.326 0.033 0.235
H -1.611 -1.002 3.673 -0.790 0.373 0.714
H -3.266 -0.998 2.965 0.009 -0.090 0.479
O 3.039 1.895 -1.657 -0.080 -0.417 0.549
H 2.135 1.730 -1.269 0.072 0.361 -0.493
H 2.897 2.613 -2.271 0.005 0.228 -0.163
O -1.421 -2.997 -1.525 -0.006 0.169 0.030
H -1.611 -2.586 -0.669 -0.217 -0.215 0.286
H -1.345 -3.941 -1.394 -0.029 -0.136 0.108
O -1.097 -0.443 -2.403 -0.034 0.025 -0.023
H -1.253 -0.440 -3.348 -0.038 -0.060 -0.148
H -1.427 -1.302 -2.091 0.268 0.112 -0.467
O 4.242 1.057 0.808 0.175 0.421 0.403
H 4.053 0.191 0.450 0.308 -0.029 -0.118
H 3.843 1.671 0.172 0.212 -0.134 -0.209
O -2.749 1.132 -0.602 -0.378 -0.492 -0.008
H -3.621 1.398 -0.892 -0.184 0.148 -0.088
H -2.800 0.151 -0.557 0.252 0.826 0.114
```
Forces are in eV/Å.

=====

[6]
The following is a quantum chemistry calculation of a structure of composition C4H22Ag2Cs2O17P2 in a non-equilibrium geometry, from OMol25.

Values from the calculation:
Frontier orbital gap (alpha / beta) = 0.3137 / 0.2142 Ha
LUMO energy (alpha / beta) = -0.860 / -3.151 eV
Charge = 0
Multiplicity = 3
Expectation value of S² = 2.02
E_tot = -66987.716 eV

Geometry as XYZ:
```
49
Properties=species:S:1:pos:R:3:forces:R:3
Ag 3.271 -0.967 -0.156 1.726 0.362 0.411
Ag 1.631 0.706 -2.552 1.474 2.102 -2.400
Cs 0.862 -2.316 -4.373 0.133 -0.305 0.173
Cs 0.580 -0.902 2.983 -0.221 0.124 0.158
P 4.470 0.060 -2.452 4.570 1.167 -3.052
O 3.278 -0.833 -2.321 -1.805 -3.449 -1.498
O 3.750 1.419 -2.686 -0.868 0.960 -1.072
O 5.571 -0.284 -3.516 -2.990 0.846 2.601
O 4.977 0.103 -1.012 0.820 -0.668 1.809
P 0.461 -0.731 -0.649 0.351 4.053 1.658
O 1.359 -1.860 -0.169 -1.048 -2.544 0.453
O -0.638 -0.344 0.317 -0.162 -1.614 -0.259
O 0.024 -0.672 -2.128 -0.597 -1.681 0.154
O 1.514 0.444 -0.512 -0.714 0.539 1.460
O 0.546 -4.170 -1.231 0.214 -0.655 -0.612
H -0.250 -4.069 -1.756 -0.522 -0.138 0.106
H 0.658 -3.320 -0.799 0.385 0.273 0.115
O -1.718 -0.105 -4.029 -0.268 -0.287 -0.956
H -1.181 -0.437 -3.304 0.145 0.288 0.731
H -1.279 0.701 -4.304 -0.103 0.256 0.001
O 1.332 -3.708 1.830 -0.050 -0.069 0.902
H 2.239 -3.785 2.129 0.220 -0.329 0.017
H 1.358 -3.027 1.154 0.150 0.254 -0.889
O -1.621 -3.572 1.340 -0.153 0.185 0.345
H -2.012 -2.751 1.033 -0.198 0.194 -0.207
H -0.702 -3.517 1.075 0.189 -0.359 -0.129
O -1.820 -3.112 -2.374 0.167 -0.118 -0.408
H -1.701 -2.173 -2.217 0.012 0.403 0.262
H -2.721 -3.190 -2.693 -0.236 -0.103 0.021
C -2.875 1.537 1.594 0.092 -0.524 1.165
C -3.867 0.533 1.013 1.192 0.498 -1.310
O -3.194 -0.113 -0.096 -1.781 -0.047 0.058
O -1.836 0.790 2.276 -0.450 0.649 0.098
H -3.237 2.237 2.348 -0.510 -0.156 -0.082
H -2.446 2.139 0.792 0.040 -0.088 -0.183
H -4.703 1.065 0.557 -0.198 -0.078 0.181
H -4.216 -0.212 1.728 0.029 0.156 0.214
H -2.250 -0.235 0.041 0.400 0.022 0.239
H -1.398 0.348 1.539 0.468 -0.216 -0.220
C 0.980 4.250 2.841 0.368 -0.663 0.125
C 0.614 3.338 1.652 -0.692 0.578 -0.100
O 1.709 2.715 0.980 -0.483 0.653 1.044
O -0.080 5.130 3.243 0.437 -0.343 -0.481
H 1.874 4.824 2.597 0.046 -0.002 -0.249
H 1.254 3.654 3.713 -0.052 -0.145 0.068
H 0.032 3.966 0.974 0.132 0.274 -0.333
H -0.085 2.536 1.895 -0.181 0.174 0.738
H 1.269 1.906 0.703 0.848 -0.549 -0.909
H 0.219 6.004 2.981 -0.329 0.118 0.043
```
Forces are in eV/Å.